[1]
This record from the OMol25 dataset describes a molecular structure, C4H7OP. The level of theory is the ωB97M-V functional and the def2-TZVPD basis.

Last column: Löwdin charge in e.
Positions of all 13 atoms, in Å:
C (-0.469, 0.901, 1.341)  -0.42
C (0.086, 0.790, 0.159)  -0.12
C (0.676, -1.452, -0.681)  -0.11
C (1.069, 0.005, -0.600)  -0.30
O (-1.557, 1.629, 1.613)  -0.48
P (-2.213, 1.986, 0.054)  0.91
H (0.018, 0.233, 2.163)  0.15
H (1.464, -2.019, -1.181)  0.08
H (-0.264, -1.510, -1.251)  0.08
H (0.437, -1.753, 0.290)  0.05
H (2.094, 0.059, -0.185)  0.11
H (1.266, 0.579, -1.596)  0.14
H (-2.607, 0.552, -0.124)  -0.10

Output
2S+1: 1
Charge: 0
HOMO level (alpha / beta), Ha: -0.3080 / -0.3027
Frontier orbital gap (alpha / beta), eV: 7.7 / 7.7
ΔE to the lowest compared entry with this formula, charge and spin, kcal/mol: 89.6
LUMO level (alpha / beta), eV: -0.675 / -0.511

***

[2]
This record from the OMol25 dataset describes a molecular structure, C4H7OS2. The level of theory is the ωB97M-V functional and the def2-TZVPD basis.

Last column: Löwdin charge in e.
Positions of all 14 atoms, in Å:
C (2.305, -0.452, 0.080)  -1.07
C (-0.445, -0.949, 0.871)  -0.22
C (0.466, 1.258, -1.634)  -0.43
C (0.592, 0.039, 0.900)  -0.65
O (2.290, -1.576, -0.313)  -0.09
S (3.395, 0.727, 0.222)  0.49
S (0.112, 1.603, 0.111)  0.70
H (-1.099, -0.724, -0.019)  0.07
H (-1.105, -0.891, 1.732)  0.06
H (-0.116, -1.969, 0.658)  0.07
H (0.757, 0.290, -1.736)  -0.03
H (1.170, 1.940, -2.017)  0.00
H (-0.578, 1.192, -2.184)  0.06
H (0.941, 0.344, 1.878)  0.04

Output
2S+1: 1
Charge: -1
HOMO level, Ha: -0.1235
Frontier orbital gap, eV: 6.9
ΔE to the lowest compared entry with this formula, charge and spin, kcal/mol: 29.6
LUMO level, eV: 3.520

***

[3]
This record from the OMol25 dataset describes a molecular structure, C4H7OYb. The level of theory is the ωB97M-V functional and the def2-TZVPD basis.

Last column: Löwdin charge in e.
Positions of all 13 atoms, in Å:
H (-1.259, 1.319, -0.603)  0.15
C (0.660, 0.767, 0.294)  -0.19
C (-0.894, 0.635, 0.174)  -0.14
C (-0.828, -0.735, -0.341)  -0.22
O (-1.104, -1.765, 0.329)  -0.20
Yb (-1.699, -2.733, 2.305)  1.82
H (0.870, 1.837, 0.429)  0.12
H (0.955, 0.231, 1.219)  0.11
H (-1.402, 0.707, 1.143)  0.12
H (-0.379, -0.943, -1.423)  0.19
C (1.305, 0.294, -1.125)  0.07
H (2.014, 1.094, -1.407)  0.08
H (1.762, -0.708, -0.995)  0.07

Output
2S+1: 2
Charge: +2
HOMO level (alpha / beta), Ha: -0.5867 / -0.6836
Frontier orbital gap (alpha / beta), eV: 5.7 / 8.3
Expectation value of S²: 0.75
ΔE to the lowest compared entry with this formula, charge and spin, kcal/mol: 21.1
LUMO level (alpha / beta), eV: -10.280 / -10.282

***

[4]
This record from the OMol25 dataset describes a single C4H7P molecule. The level of theory is the ωB97M-V functional and the def2-TZVPD basis.

Last column: Löwdin charge in e.
Positions of all 12 atoms, in Å:
C (-1.552, -0.494, -1.061)  -0.02
C (-0.623, 0.421, -0.186)  -0.27
C (-0.032, 1.408, 0.372)  0.02
C (0.313, -0.037, 0.907)  -0.48
P (2.060, -0.816, 0.812)  0.79
H (-1.607, -1.377, -0.463)  0.05
H (-0.883, -0.795, -1.830)  0.06
H (-2.560, -0.040, -1.319)  0.10
H (0.258, 2.412, 0.363)  0.07
H (-0.253, -0.397, 1.687)  0.02
H (2.796, 0.223, 1.192)  -0.18
H (2.082, -0.507, -0.474)  -0.16

Output
2S+1: 1
Charge: 0
HOMO level, Ha: -0.3125
Frontier orbital gap, eV: 9.5
Structure (SMILES): CC1=C[C@@H]1P
ΔE to the lowest compared entry with this formula, charge and spin, kcal/mol: 72.8
LUMO level, eV: 1.041

***

[5]
This record from the OMol25 dataset describes 2 unconnected molecules or ions with the total composition C4H7P. The level of theory is the ωB97M-V functional and the def2-TZVPD basis.

Last column: Löwdin charge in e.
Positions of all 12 atoms, in Å:
C (0.236, 1.383, 0.259)  0.06
C (0.647, 0.103, 0.111)  -0.31
C (-0.679, 0.305, -0.283)  -0.65
C (1.719, -0.954, 0.124)  -0.04
P (-2.350, -0.358, 0.086)  0.70
H (0.220, 2.367, 0.604)  0.08
H (-1.114, 0.585, -1.975)  0.10
H (2.397, -0.738, 0.989)  0.09
H (2.380, -0.544, -0.723)  0.11
H (1.476, -2.020, 0.010)  0.08
H (-3.062, 0.844, -0.471)  -0.08
H (-2.322, -0.057, 1.489)  -0.13

Output
2S+1: 1
Charge: 0
HOMO level, Ha: -0.2918
Frontier orbital gap, eV: 8.7
ΔE to the lowest compared entry with this formula, charge and spin, kcal/mol: 116.4
LUMO level, eV: 0.742

***

[6]
This record from the OMol25 dataset describes 2 unconnected molecules or ions with the total composition C4H7P. The level of theory is the ωB97M-V functional and the def2-TZVPD basis.

Last column: Löwdin charge in e.
Positions of all 12 atoms, in Å:
C (-1.163, -0.590, -0.221)  -0.13
C (1.134, -0.045, 0.769)  -0.15
C (1.035, 0.750, -0.515)  -0.11
C (-0.244, 0.335, 0.265)  -0.49
P (-3.531, 0.048, 0.172)  0.61
H (-0.917, -1.347, -0.936)  0.02
H (1.679, -0.996, 1.062)  0.13
H (1.228, 0.724, 1.499)  0.07
H (1.433, 1.782, -0.515)  0.10
H (1.075, 0.115, -1.474)  0.12
H (-0.723, 1.056, 0.959)  0.11
H (-3.504, -0.092, -1.219)  -0.29

Output
2S+1: 3
Charge: 0
HOMO level (alpha / beta), Ha: -0.2655 / -0.3312
Frontier orbital gap (alpha / beta), eV: 7.2 / 7.8
Expectation value of S²: 2.01
ΔE to the lowest compared entry with this formula, charge and spin, kcal/mol: 50.6
LUMO level (alpha / beta), eV: -0.055 / -1.247

***

[7]
This record from the OMol25 dataset describes a molecular structure, C4H7P3. The level of theory is the ωB97M-V functional and the def2-TZVPD basis.

Last column: Löwdin charge in e.
Positions of all 14 atoms, in Å:
C (-2.016, -0.027, -1.191)  -0.42
C (2.252, -1.682, -0.662)  -0.38
C (-0.939, 1.502, 0.803)  -0.69
C (1.208, -0.095, 1.266)  -0.82
P (-1.860, -0.032, 0.479)  0.78
P (2.513, -1.214, 0.958)  0.75
P (0.696, 0.911, 0.034)  0.85
H (-2.602, -0.902, -1.601)  -0.01
H (-1.846, 0.842, -1.906)  0.02
H (3.007, -2.276, -1.065)  -0.06
H (1.418, -1.180, -1.308)  -0.01
H (-1.067, 1.740, 1.812)  0.00
H (-1.488, 2.212, 0.221)  0.01
H (0.722, 0.200, 2.162)  -0.02

Output
2S+1: 1
Charge: 0
HOMO level, Ha: -0.3077
Frontier orbital gap, eV: 7.8
ΔE to the lowest compared entry with this formula, charge and spin, kcal/mol: 61.4
LUMO level, eV: -0.618

***

[8]
This record from the OMol25 dataset describes a single C4H7PS molecule. The level of theory is the ωB97M-V functional and the def2-TZVPD basis.

Last column: Löwdin charge in e.
Positions of all 13 atoms, in Å:
C (-0.836, -0.787, -0.217)  -0.32
C (-0.346, 0.682, -0.185)  -0.34
C (0.212, -1.640, 0.367)  -0.72
C (2.538, 1.509, 0.621)  -0.28
P (1.460, 0.744, -0.286)  0.62
S (1.695, -1.701, -0.251)  0.70
H (-1.714, -1.004, 0.292)  0.09
H (-0.950, -1.183, -1.161)  0.08
H (-0.773, 1.277, -0.902)  0.04
H (-0.526, 1.183, 0.850)  0.12
H (0.052, -2.257, 1.217)  0.04
H (2.299, 2.072, 1.535)  -0.04
H (1.625, 1.134, -1.683)  0.02

Output
2S+1: 3
Charge: 0
HOMO level (alpha / beta), Ha: -0.2456 / -0.3012
Frontier orbital gap (alpha / beta), eV: 7.2 / 6.6
Expectation value of S²: 2.01
ΔE to the lowest compared entry with this formula, charge and spin, kcal/mol: 54.2
LUMO level (alpha / beta), eV: 0.498 / -1.566

***

[9]
This record from the OMol25 dataset describes 2 unconnected molecules or ions with the total composition C4H8. The level of theory is the ωB97M-V functional and the def2-TZVPD basis.

Last column: Löwdin charge in e.
Positions of all 12 atoms, in Å:
C (-0.776, 0.148, -1.168)  -0.09
C (0.121, -0.150, 0.008)  -0.56
C (1.385, -0.598, -0.162)  -0.03
C (-0.442, 0.122, 1.356)  0.00
H (-0.841, -0.685, -1.886)  0.08
H (-1.772, 0.437, -0.813)  0.06
H (-0.423, 1.041, -1.711)  0.08
H (1.505, -1.134, -1.097)  0.05
H (2.086, -0.586, 0.680)  0.06
H (0.108, -0.312, 2.181)  0.04
H (0.566, 1.500, 1.070)  0.23
H (-1.518, 0.216, 1.542)  0.06

Output
2S+1: 1
Charge: 0
HOMO level, Ha: -0.2925
Frontier orbital gap, eV: 8.2
ΔE to the lowest compared entry with this formula, charge and spin, kcal/mol: 81.5
LUMO level, eV: 0.236

***

[10]
This record from the OMol25 dataset describes a single C4H8 molecule. The level of theory is the ωB97M-V functional and the def2-TZVPD basis.

Last column: Löwdin charge in e.
Positions of all 12 atoms, in Å:
C (-0.633, -0.854, 1.625)  -0.02
C (0.342, -0.220, 0.970)  -0.20
C (0.014, 0.654, -0.212)  -0.31
C (0.318, 0.120, -1.564)  -0.13
H (-1.634, -0.636, 1.423)  0.03
H (-0.370, -1.310, 2.646)  0.08
H (1.412, -0.403, 1.210)  0.11
H (0.545, 1.615, -0.085)  0.11
H (-1.067, 1.016, -0.119)  0.13
H (-0.499, -0.588, -1.844)  0.09
H (1.304, -0.309, -1.804)  0.08
H (0.268, 0.914, -2.246)  0.04

Output
2S+1: 1
Charge: 0
HOMO level, Ha: -0.3549
Frontier orbital gap, eV: 10.9
Structure (SMILES): C=CCC
ΔE to the lowest compared entry with this formula, charge and spin, kcal/mol: 15.5
LUMO level, eV: 1.257

***

- What is the 2S+1 in the first record?
  1